No. 1
Entry from the Open Molecules 2025 dataset: a 5-piece molecular cluster, C3H14O3S overall in a non-equilibrium geometry (ωB97M-V with the def2-TZVPD basis set).

Output
Spin multiplicity: 1
HOMO level: -9.370 eV
Energy relative to the best compared isomer or geometry (same formula, charge and spin): 445.6 kJ/mol
Electronic energy: -20311.6165 eV
Frontier orbital gap: 7.9 eV
Charge: 0
Maximum force: 2.98 eV/Å

```
21
Properties=species:S:1:pos:R:3:forces:R:3:mulliken_charge:R:1
C 0.06507 1.40487 -1.66752 0.2 0.7 0.5 -1.28
C 0.24834 0.14507 -0.85297 -0.7 -0.8 -1.1 0.02
S 1.01040 0.45638 0.73515 -1.3 0.5 0.6 -0.25
C 0.66326 -1.07137 1.60528 0.7 -0.9 0.3 -0.65
H -0.57613 1.23139 -2.52766 0.0 -0.1 0.0 0.35
H -0.44041 2.10642 -1.00281 -0.1 0.2 -0.4 0.29
H 0.99603 1.86167 -2.01472 0.0 -0.2 0.1 0.35
H -0.74135 -0.22606 -0.59913 0.1 -0.1 -0.3 0.10
H 0.72188 -0.63341 -1.45671 0.5 0.0 0.4 0.42
H 1.37379 -1.83976 1.29344 -0.1 0.0 -0.1 0.31
H -0.35272 -1.43513 1.48012 0.0 0.2 -0.2 0.25
H 0.85532 -0.90491 2.66527 -0.1 0.2 0.0 0.33
H 4.57665 -0.53370 -0.33456 -0.1 -0.1 0.0 0.29
H 3.09573 -0.32187 -0.00645 0.2 -0.1 -0.1 0.26
O 3.70578 -0.92744 -0.45737 0.0 0.1 0.1 -0.59
H -2.53252 -0.29091 0.41591 -0.6 -0.2 -0.1 0.38
H -3.12573 -1.69940 0.78246 -0.2 -0.1 0.0 0.30
O -2.38593 -1.11619 0.94944 0.3 0.2 -0.1 -0.67
H -1.33207 0.70681 1.12058 -1.3 1.9 -1.9 0.39
H -3.31479 1.79888 0.01111 0.2 0.1 1.0 0.18
O -2.51063 1.28865 -0.13886 2.3 -1.4 1.1 -0.78
```
Forces are in eV/Å.

---

No. 2
Entry from the Open Molecules 2025 dataset: a 5-piece molecular cluster, C3H14O4 overall in a non-equilibrium geometry (ωB97M-V with the def2-TZVPD basis set).

Output
Spin multiplicity: 2
HOMO level (alpha / beta): -14.207 / -14.203 eV
Energy relative to the best compared isomer or geometry (same formula, charge and spin): 407.0 kJ/mol
Electronic energy: -11514.9382 eV
Frontier orbital gap (alpha / beta): 8.6 / 6.0 eV
Charge: +1
Maximum force: 3.97 eV/Å

```
21
Properties=species:S:1:pos:R:3:forces:R:3:mulliken_spin:R:1
C -0.99254 -0.14871 -0.88374 1.2 0.8 0.5 0.00
O 1.44934 -0.67301 1.60068 0.6 -0.1 -3.3 0.07
C -0.91945 -1.43599 -0.31503 0.0 1.5 0.4 0.00
C -2.50205 -1.25845 -0.65247 -1.5 0.9 0.1 0.00
H -0.70854 0.11047 -1.90847 -0.8 -0.4 0.0 0.00
H -1.10348 0.76444 -0.22441 -0.3 -1.3 -0.8 0.00
H 2.04883 -1.26280 2.07323 0.0 0.0 0.0 0.00
H -0.78828 -1.33380 0.72404 0.0 -0.5 1.4 0.00
H -0.39130 -2.27766 -0.72747 -0.4 -0.1 -0.7 0.00
H -3.13846 -0.45508 -0.15925 1.1 -1.2 -0.1 0.00
H -2.95634 -2.25185 -0.43712 0.7 0.4 0.2 0.00
H -2.66788 -1.14345 -1.69842 -0.3 -0.1 -1.1 0.00
H 1.62938 2.40827 -1.86120 0.9 1.3 -0.1 0.00
H 1.12733 1.03875 -1.59398 -1.0 2.2 -0.8 -0.01
O 0.79377 1.97318 -1.88795 0.1 -3.1 0.8 0.07
H -0.93314 1.90202 2.29824 -1.5 1.6 -1.1 0.00
H -0.17572 0.69098 2.42469 1.1 -2.8 -1.1 0.00
O -0.34769 1.47189 2.86778 0.5 1.2 2.2 0.00
H 1.78378 -0.63447 0.56739 -0.8 0.1 3.9 -0.01
H 2.60025 -0.74940 -1.41882 -0.7 0.7 0.4 -0.02
O 1.87430 -0.24050 -0.94939 1.1 -1.2 -0.7 0.92
```
Forces are in eV/Å.

---

No. 3
Entry from the Open Molecules 2025 dataset: a 5-piece molecular cluster, C3H14O5 overall in a non-equilibrium geometry (ωB97M-V with the def2-TZVPD basis set).

Output
Spin multiplicity: 2
HOMO level (alpha / beta): -13.626 / -13.626 eV
Energy relative to the best compared isomer or geometry (same formula, charge and spin): 227.3 kJ/mol
Electronic energy: -13565.3500 eV
Frontier orbital gap (alpha / beta): 7.5 / 3.8 eV
Charge: +1
Maximum force: 1.83 eV/Å

```
22
Properties=species:S:1:pos:R:3:forces:R:3:mulliken_spin:R:1
O -1.54367 1.38954 1.99801 -0.1 -0.1 0.6 0.73
C -1.89438 0.38356 1.46642 0.6 0.2 -0.5 0.02
C -1.71956 0.35799 -0.04763 -1.0 -0.5 -1.5 0.13
C -3.08730 0.84984 -0.61918 0.2 0.4 0.4 0.01
H -2.31185 -0.47872 2.01246 -0.2 0.0 0.1 0.07
H -1.64780 -0.66491 -0.42668 0.6 -0.1 0.6 0.01
H -0.87105 0.96730 -0.35900 -0.2 0.0 0.2 0.01
H -3.88556 0.12704 -0.45709 0.1 0.0 0.1 0.00
H -2.96917 0.97829 -1.69742 0.2 0.0 0.1 0.02
H -3.35399 1.80942 -0.17996 -0.2 0.0 -0.2 0.00
H 1.31274 -0.14561 -2.99853 0.3 0.0 -0.2 0.00
H 1.47217 1.29637 -3.54653 0.1 -0.3 0.0 0.00
O 0.88972 0.52667 -3.54052 -0.3 0.2 0.3 0.00
H 2.20611 -1.03842 3.11312 0.1 0.0 0.0 0.00
H 2.40792 0.41596 3.56177 0.1 0.0 0.0 0.00
O 2.39870 -0.15212 2.78507 -0.4 -0.2 0.1 0.00
H 1.90589 -1.61812 -0.74678 0.0 -0.4 0.3 0.00
H 2.40365 -2.97260 -0.30225 -0.1 -0.2 -0.1 0.00
O 1.60585 -2.54039 -0.62532 0.0 0.4 -0.1 0.00
H 2.40950 -0.04190 0.95816 0.1 0.2 -0.1 0.00
H 1.77151 0.54774 -0.33733 0.3 0.1 0.2 0.00
O 2.50058 0.00307 -0.01077 -0.3 0.3 -0.3 0.00
```
Forces are in eV/Å.

---

No. 4
Entry from the Open Molecules 2025 dataset: a 4-piece molecular cluster, C3H15N3O4 overall in a non-equilibrium geometry (ωB97M-V with the def2-TZVPD basis set).

Output
Spin multiplicity: 2
HOMO level (alpha / beta): -13.437 / -13.408 eV
Energy relative to the best compared isomer or geometry (same formula, charge and spin): 50.6 kJ/mol
Electronic energy: -16006.2318 eV
Frontier orbital gap (alpha / beta): 10.3 / 5.6 eV
Charge: +1
Maximum force: 1.89 eV/Å

```
25
Properties=species:S:1:pos:R:3:forces:R:3:mulliken_spin:R:1
O 0.48306 1.21134 -0.03995 0.1 0.3 -0.7 0.06
C -0.22527 0.23352 -0.06739 -0.3 -0.3 1.7 0.06
N -0.02723 -0.86662 0.65358 -0.7 -0.4 0.3 0.01
C 1.05224 -1.05928 1.65064 1.6 0.9 0.5 0.01
N 1.00581 -2.28096 2.34363 0.2 -0.4 -0.8 0.02
C -1.66782 0.23707 -0.74126 -0.9 0.2 0.5 0.02
N -1.71747 1.00494 -1.90566 0.0 1.1 0.8 0.79
H -0.77567 -1.52772 0.81252 -0.1 0.1 -0.4 0.00
H 1.98254 -0.91079 1.09373 0.0 -0.6 -0.1 0.00
H 1.17907 -0.26807 2.39785 -1.0 0.3 -0.2 0.00
H 1.20631 -3.08413 1.77179 0.0 -0.2 0.2 0.00
H 0.31550 -2.44540 3.05631 -0.1 0.3 0.0 0.00
H -2.28192 0.65178 0.06752 0.1 0.3 -0.1 0.02
H -2.05144 -0.76947 -0.90629 0.4 -0.1 -0.3 0.00
H -1.26304 0.56868 -2.73431 -0.4 -0.7 -0.8 -0.02
H -1.51823 2.00213 -1.87747 -0.3 0.2 0.6 -0.02
H -0.19901 1.45459 3.08325 0.0 0.2 0.1 0.00
H -1.64665 1.92728 2.92744 0.0 0.1 0.2 0.00
O -1.10879 1.20400 3.26431 -0.1 -0.3 -0.3 0.00
H 0.09923 -0.57661 -2.32800 0.6 -0.5 -0.2 0.00
H 0.49541 0.26069 -3.52544 0.6 -0.1 -0.1 0.00
O -0.21498 -0.30429 -3.19593 0.3 -0.4 -0.6 0.04
H 1.77752 1.00015 -1.34138 0.2 0.3 0.2 0.00
H 2.83277 1.54883 -2.31618 0.1 -0.1 0.0 0.00
O 2.26807 0.78837 -2.14330 -0.2 -0.1 -0.4 0.00
```
Forces are in eV/Å.

---

No. 5
Entry from the Open Molecules 2025 dataset: a 5-piece molecular cluster, C3H15NO3 overall in a non-equilibrium geometry (ωB97M-V with the def2-TZVPD basis set).

Output
Spin multiplicity: 2
HOMO level (alpha / beta): -14.295 / -14.250 eV
Energy relative to the best compared isomer or geometry (same formula, charge and spin): 550.4 kJ/mol
Electronic energy: -10972.5184 eV
Frontier orbital gap (alpha / beta): 7.6 / 6.4 eV
Charge: +1
Maximum force: 5.29 eV/Å

```
22
Properties=species:S:1:pos:R:3:forces:R:3:mulliken_spin:R:1
C 0.61612 1.44765 0.75667 0.7 -0.1 1.0 0.04
N 1.45720 0.27059 0.43868 -0.3 3.1 -4.3 0.75
C 2.61938 0.81641 -0.33091 0.8 -1.1 0.2 0.03
C 0.88468 -0.76862 -0.38750 1.6 -2.9 2.2 0.04
H 0.58488 1.53016 1.84360 -0.7 0.0 0.2 0.02
H 1.17591 2.34063 0.47126 -0.1 -0.1 0.0 0.01
H -0.32298 1.42587 0.20550 -0.3 -0.4 0.4 0.00
H 3.21129 -0.01122 -0.71964 0.2 0.1 0.3 0.00
H 3.23213 1.56205 0.16961 -0.2 -0.2 0.5 0.01
H 2.19375 1.30497 -1.20460 -0.3 0.1 -0.1 0.02
H 1.73087 -1.47669 -0.41576 -0.3 -0.2 -0.3 0.02
H 0.09558 -1.35990 0.08043 -0.3 0.6 -0.1 0.01
H 0.67921 -0.55154 -1.42993 -0.3 0.9 0.0 0.05
H -1.73479 -0.08326 -2.38407 -0.1 -0.2 -0.1 0.00
H -2.18236 -0.13546 -0.84162 2.1 -1.2 -1.8 0.00
O -1.53802 -0.56185 -1.57059 -1.7 1.3 0.9 0.02
H -2.54269 -2.78278 0.76750 0.2 -0.4 0.0 0.00
H -1.07116 -0.06819 1.60445 -4.3 1.4 -1.7 0.00
O -1.64214 -2.44788 0.86796 -0.2 0.7 0.2 0.00
H -3.27975 0.64646 0.59649 -0.1 -0.1 2.1 0.00
H -1.82434 -1.49054 0.85791 -0.2 -0.5 -0.3 0.00
O -2.34276 0.39313 0.62458 3.8 -0.8 0.4 0.00
```
Forces are in eV/Å.

---

No. 6
Entry from the Open Molecules 2025 dataset: a 5-piece molecular cluster, C3H15NO3S overall (ωB97M-V with the def2-TZVPD basis set).

Output
Spin multiplicity: 2
HOMO level (alpha / beta): -4.757 / -4.757 eV
Energy relative to the best compared isomer or geometry (same formula, charge and spin): 7.3 kJ/mol
Electronic energy: -21821.4041 eV
Frontier orbital gap (alpha / beta): 8.0 / 6.0 eV
Charge: -1
Maximum force: 0.94 eV/Å

```
23
Properties=species:S:1:pos:R:3:forces:R:3:mulliken_spin:R:1
C -0.17494 1.61336 -0.47657 -0.1 0.4 0.2 0.03
C -1.43305 0.79351 -0.24915 0.0 -0.5 0.2 0.01
C -2.02141 0.19661 -1.53145 0.5 0.3 -0.1 -0.06
S -0.72843 -0.68813 -2.43493 -0.2 0.0 0.0 0.96
N 0.34209 2.00139 0.83700 0.2 -0.4 -0.4 0.02
H -0.39088 2.47908 -1.11753 0.0 0.0 0.1 0.01
H 0.55975 0.99528 -1.01824 -0.1 -0.1 -0.2 0.00
H -1.18669 -0.02025 0.44012 0.0 0.0 -0.1 0.00
H -2.18816 1.39085 0.26858 0.0 0.1 -0.1 0.00
H -2.42969 0.98762 -2.16366 -0.1 -0.1 -0.1 -0.01
H -2.79291 -0.53379 -1.28745 -0.1 0.0 0.0 0.04
H 2.97900 0.00881 -2.39346 -0.3 -0.3 0.4 0.00
H 1.11563 2.65415 0.75473 -0.1 0.0 -0.2 0.00
H 0.76306 1.10153 1.16831 -0.1 0.4 0.7 0.00
H 2.58028 -0.34633 -1.85016 0.3 0.2 -0.4 0.00
H 0.81196 -2.46840 -0.65424 0.0 0.0 0.1 0.00
O 1.59271 -2.57934 -0.10051 0.1 0.0 -0.5 0.00
H 0.07451 -1.25033 1.89494 -0.6 -0.1 0.4 0.00
H -0.91453 -2.06780 2.88833 0.1 0.0 -0.1 0.00
O -0.88133 -1.74120 1.98375 0.2 0.0 -0.1 0.00
H 1.47738 -0.24830 2.72810 0.2 0.1 0.5 0.00
H 1.57937 -1.80047 0.48340 0.0 0.1 0.5 0.00
O 1.26629 -0.47784 1.83009 0.1 -0.2 -0.9 0.00
```
Forces are in eV/Å.

---

Question: What is the formula in the sixth record?
Answer: C3H15NO3S

---

Question: Look up the electronic energy of the first one.
Answer: -20311.6165 eV

---

Question: charge of number 5 (C3H15NO3)?
Answer: +1

---

Question: What is the formula in the first record?
Answer: C3H14O3S